Here is 2 unconnected molecules or ions with the total composition C5H12NO2 in a non-equilibrium geometry from the OMol25 dataset. Energies are from ωB97M-V/def2-TZVPD.

Calculated values
**E_LUMO**: 4.2 eV
**Calculated total energy**: -402.89488 a.u.
**Total charge**: -1
**Energy above the lowest of the compared OMol25 structures with the same formula, charge and spin**: 3.6619 eV

Each atom is followed by the atoms it is bonded to, with distances in Å.
Positions of all 20 atoms, in Å:
1 C -0.97327 0.04443 1.39694  O2 1.370, C3 1.605, H8 1.093, H9 1.070
2 O 0.10083 -0.80341 1.33181  C1 1.370
3 C -1.25541 0.73352 -0.02455  C1 1.605, C4 1.509, H10 1.092, H11 1.115
4 C -0.10212 1.64363 -0.36931  C3 1.509, C5 1.569, H12 1.148, H13 1.133
5 C 1.36917 1.10223 -0.41827  C4 1.569, N7 1.445, H14 1.130, H15 1.067
6 C 2.01918 -0.91262 -1.25880  N7 1.275, H16 1.086, H17 1.106
7 N 1.51814 0.22196 -1.55384  C5 1.445, C6 1.275
8 H -1.86831 -0.45948 1.76915  C1 1.093
9 H -0.62239 0.85080 2.00657  C1 1.070
10 H -2.23356 1.20365 -0.14501  C3 1.092
11 H -1.30174 -0.13249 -0.72540  C3 1.115
12 H -0.12481 2.59739 0.26841  C4 1.148
13 H -0.17132 1.83563 -1.48398  C4 1.133
14 H 1.56212 0.58372 0.56672  C5 1.130
15 H 2.00442 1.94774 -0.55875  C5 1.067
16 H 2.37046 -1.66619 -1.95725  C6 1.086
17 H 1.89426 -1.26503 -0.21786  C6 1.106
18 H -0.82943 -2.04592 0.17608  O20 1.022
19 H -1.63163 -2.93977 1.03552  O20 0.965
20 O -1.72462 -2.53980 0.16181  H18 1.022, H19 0.965

Calculated atomic charges, method natural (NBO), unit e:
1 C -0.04
2 O -1.00
3 C -0.45
4 C -0.40
5 C -0.27
6 C -0.08
7 N -0.42
8 H 0.12
9 H 0.11
10 H 0.18
11 H 0.20
12 H 0.18
13 H 0.19
14 H 0.23
15 H 0.17
16 H 0.14
17 H 0.19
18 H 0.51
19 H 0.45
20 O -1.01